# 1
Formula: C32H34FeN4O2P2S
Source: the Open Molecules 2025 dataset
Level of theory: the ωB97M-V functional and the def2-TZVPD basis

Calculated values
- Spin multiplicity: 6
- Lowest unoccupied orbital energy (spin up / spin down): -7.648 / -10.872 eV
- Energy above the lowest of the compared OMol25 structures with the same formula, charge and spin: 2.1 kcal/mol
- Orbital gap (spin up / spin down): 0.3328 / 0.2140 hartree
- Charge: +3
- Largest force on an atom: 0.554 eV Å⁻¹
- E_HOMO (spin up / spin down): -16.70 / -16.70 eV

Last column: Mulliken charge in e.
Atoms and positions in Å:
Fe: 0.86 -1.90 0.23  0.9366
O: 0.31 -0.55 1.53  -0.2473
P: -0.34 0.86 1.39  0.8508
C: 0.83 1.86 0.43  -1.1015
P: 1.25 1.10 -1.17  0.9329
O: 1.35 -0.42 -0.92  0.5105
C: 2.83 1.74 -1.67  0.5734
C: 3.90 1.68 -0.77  -0.6083
C: 5.14 2.16 -1.14  -0.9209
C: 5.32 2.70 -2.41  -0.5187
C: 4.27 2.75 -3.31  -0.7950
C: 3.02 2.27 -2.94  -0.4113
C: -0.01 1.49 -2.35  0.7036
C: -0.67 0.47 -3.03  -0.3952
C: -1.64 0.79 -3.97  -0.6144
C: -1.93 2.12 -4.23  -0.5931
C: -1.27 3.14 -3.56  -0.9026
C: -0.31 2.83 -2.61  -0.3472
C: -1.85 0.74 0.46  0.5256
C: -2.44 1.90 -0.05  -0.2976
C: -3.58 1.81 -0.82  -0.7544
C: -4.14 0.57 -1.09  -0.7875
C: -3.57 -0.59 -0.58  -0.5671
C: -2.42 -0.50 0.20  -0.2608
C: -0.59 1.61 2.96  0.5745
C: 0.53 1.93 3.75  -0.5599
C: 0.35 2.52 4.99  -0.8471
C: -0.94 2.80 5.44  -0.5290
C: -2.05 2.48 4.66  -0.8234
C: -1.88 1.89 3.42  -0.4166
H: 1.74 1.95 1.03  0.6478
H: 0.44 2.87 0.29  0.5327
H: 3.76 1.29 0.24  0.2902
H: 5.97 2.14 -0.44  0.4543
H: 6.29 3.09 -2.69  0.4335
H: 4.42 3.17 -4.29  0.4544
H: 2.20 2.31 -3.65  0.4297
H: -0.42 -0.57 -2.83  0.2065
H: -2.15 0.00 -4.50  0.4758
H: -2.68 2.37 -4.97  0.4619
H: -1.50 4.17 -3.77  0.4781
H: 0.22 3.63 -2.10  0.4899
H: -2.01 2.88 0.16  0.4881
H: -4.05 2.71 -1.21  0.4924
H: -5.04 0.50 -1.69  0.4651
H: -4.02 -1.55 -0.77  0.5411
H: -2.02 -1.41 0.64  0.2374
H: 1.53 1.72 3.41  0.2889
H: 1.20 2.77 5.60  0.4487
H: -1.08 3.26 6.41  0.4324
H: -3.04 2.70 5.02  0.4542
H: -2.74 1.64 2.82  0.4623
N: 2.98 -2.34 0.40  -0.6094
N: 3.50 -2.89 -0.78  -0.3078
C: 2.70 -3.42 -1.73  0.8636
N: 3.28 -3.99 -2.77  -0.3979
S: 0.99 -3.39 -1.63  -0.3482
H: 3.44 -1.44 0.56  0.3333
H: 3.21 -2.96 1.19  0.3957
H: 4.51 -2.96 -0.85  0.2461
H: 4.28 -4.09 -2.86  0.2192
H: 2.71 -4.38 -3.50  0.2370
N: 0.24 -3.17 1.84  -0.4771
C: -1.19 -3.51 1.82  0.3538
C: -1.77 -4.01 0.66  0.0737
C: -3.13 -4.29 0.65  -0.8298
C: -3.90 -4.07 1.79  -0.5342
C: -3.30 -3.58 2.94  -0.7821
C: -1.95 -3.30 2.97  -0.4213
H: 0.37 -2.52 2.62  0.4287
H: 0.78 -4.01 2.07  0.3541
H: -1.18 -4.24 -0.21  0.3938
H: -3.59 -4.70 -0.24  0.4847
H: -4.96 -4.30 1.78  0.4535
H: -3.90 -3.43 3.84  0.4491
H: -1.48 -2.92 3.87  0.4480


# 2
Formula: C32H34N5O3SSe2Ti
Source: the Open Molecules 2025 dataset
Level of theory: the ωB97M-V functional and the def2-TZVPD basis

Calculated values
- Spin multiplicity: 3
- Lowest unoccupied orbital energy (spin up / spin down): 2.447 / 0.930 eV
- Energy above the lowest of the compared OMol25 structures with the same formula, charge and spin: 33.2 kcal/mol
- Orbital gap (spin up / spin down): 0.2291 / 0.1894 hartree
- Charge: -1
- Largest force on an atom: 3.222 eV Å⁻¹
- E_HOMO (spin up / spin down): -3.79 / -4.22 eV

Last column: Mulliken charge in e.
Atoms and positions in Å:
Ti: -0.83 1.01 0.15  0.2227
S: 0.56 -1.71 3.46  -0.6240
C: -0.07 -0.26 4.21  1.0988
C: -0.25 -0.06 5.56  -0.7778
C: -0.76 1.15 6.02  -0.5203
C: -1.10 2.12 5.10  -0.8970
C: -0.93 1.92 3.73  -0.1987
C: -0.39 0.73 3.24  -0.4576
N: -0.11 0.40 1.93  -0.1755
C: 0.04 -1.04 1.79  0.3167
C: 0.46 -1.40 -0.70  0.2898
C: 1.26 -1.74 -1.79  -0.5365
C: 0.74 -1.81 -3.07  -1.0754
C: -0.62 -1.54 -3.28  -0.7265
C: -1.42 -1.19 -2.21  -0.9906
C: -0.90 -1.12 -0.91  0.9461
H: 0.01 -0.85 6.26  0.3690
H: -0.90 1.32 7.08  0.3618
H: -1.52 3.06 5.44  0.3941
H: -1.25 2.70 3.05  0.3076
H: 2.31 -1.97 -1.62  0.5426
H: 1.38 -2.08 -3.90  0.3727
H: -1.04 -1.60 -4.27  0.4488
H: -2.48 -0.99 -2.34  0.6679
O: -0.85 4.45 -1.52  -0.2852
C: -0.67 4.26 -2.90  -1.3479
C: -0.70 2.81 -3.42  2.8089
C: -0.54 2.96 -4.95  -1.4104
O: -0.54 1.74 -5.67  -0.5646
C: 0.47 1.91 -2.99  -1.3977
Se: 1.20 1.81 -1.16  -0.3936
C: -2.08 2.16 -3.20  -1.4869
Se: -2.78 1.92 -1.36  -0.5096
H: -1.57 3.83 -1.25  -0.0310
H: 0.29 4.71 -3.16  0.3853
H: -1.45 4.81 -3.45  0.3404
H: 0.38 3.53 -5.15  0.4437
H: -1.38 3.53 -5.36  0.5004
H: 0.18 1.19 -5.32  0.3618
H: 1.35 2.18 -3.58  0.5217
H: 0.20 0.88 -3.23  -0.1354
H: -2.09 1.18 -3.67  0.4864
H: -2.83 2.78 -3.70  0.5195
C: 0.39 6.00 1.26  -0.9684
N: -0.54 4.89 1.40  0.4221
C: -1.96 5.20 1.41  -0.9451
C: -0.13 3.68 1.04  -0.3632
O: -0.91 2.74 0.84  -0.3109
H: 0.16 6.76 2.01  0.3587
H: 0.30 6.43 0.26  0.2977
H: 1.41 5.65 1.41  0.3449
H: -2.13 6.12 0.85  0.3925
H: -2.32 5.32 2.43  0.3042
H: -2.51 4.40 0.92  0.2721
H: 0.95 3.55 0.93  0.5115
C: -1.22 -3.09 1.12  -1.3240
C: -1.32 -1.61 1.37  -0.2240
N: -1.73 -0.83 0.18  -0.5664
C: 1.02 -1.53 0.71  0.5838
C: 1.19 -3.02 0.90  -0.1198
C: -0.06 -3.74 0.94  -0.0204
C: 2.47 -3.53 1.10  -0.0246
C: 2.99 -4.82 1.17  -1.2451
C: 2.51 -6.08 0.68  1.1519
C: 3.24 -7.25 0.95  -0.7411
C: 2.77 -8.43 0.42  -0.1838
N: 1.68 -8.51 -0.34  -0.6553
C: 1.06 -7.35 -0.55  -0.1342
N: 1.41 -6.15 -0.09  -0.3282
H: -2.15 -3.65 1.13  0.4186
H: -2.05 -1.43 2.16  0.7141
H: 1.97 -0.99 0.79  0.9692
H: -0.05 -4.82 0.83  0.4973
H: 3.20 -2.76 1.31  0.3574
H: 3.99 -4.88 1.59  0.2429
H: 4.13 -7.22 1.55  0.3509
H: 3.29 -9.37 0.61  0.3767
H: 0.18 -7.38 -1.17  0.4234


# 3
Formula: C32H34N5O3SSe2Ti
Source: the Open Molecules 2025 dataset
Level of theory: the ωB97M-V functional and the def2-TZVPD basis

Calculated values
- Spin multiplicity: 3
- Lowest unoccupied orbital energy (spin up / spin down): 1.972 / 1.978 eV
- Energy above the lowest of the compared OMol25 structures with the same formula, charge and spin: 9.6 kcal/mol
- Orbital gap (spin up / spin down): 0.1583 / 0.2532 hartree
- Charge: -1
- Largest force on an atom: 0.468 eV Å⁻¹
- E_HOMO (spin up / spin down): -2.34 / -4.91 eV

Last column: Mulliken charge in e.
Atoms and positions in Å:
Ti: -0.85 -0.16 -0.15  -0.0334
S: 1.37 -2.37 3.37  -0.4537
C: 2.60 -2.16 2.17  1.1099
C: 3.93 -2.57 2.18  -0.7036
C: 4.71 -2.32 1.07  -0.5690
C: 4.16 -1.69 -0.06  -0.7638
C: 2.85 -1.28 -0.07  0.0927
C: 2.06 -1.49 1.06  -1.1299
N: 0.74 -1.12 1.20  0.9713
C: 0.24 -1.54 2.34  0.5412
C: -1.15 -1.30 2.69  0.8938
C: -1.66 -1.69 3.94  -0.9180
C: -2.97 -1.40 4.24  -0.7716
C: -3.76 -0.73 3.31  -0.8214
C: -3.23 -0.37 2.08  0.1259
C: -1.91 -0.64 1.71  0.6167
H: 4.34 -3.08 3.05  0.4020
H: 5.74 -2.64 1.05  0.3772
H: 4.78 -1.55 -0.93  0.4015
H: 2.40 -0.85 -0.95  0.1134
H: -1.03 -2.20 4.66  0.3731
H: -3.39 -1.69 5.20  0.3858
H: -4.79 -0.49 3.55  0.4117
H: -3.87 0.16 1.37  0.3746
O: -3.75 -2.58 -0.58  -0.5355
C: -4.23 -2.26 -1.87  -1.4561
C: -3.11 -2.02 -2.90  2.8083
C: -3.71 -2.46 -4.25  -1.3083
O: -2.89 -2.18 -5.38  -0.5616
C: -2.74 -0.52 -3.03  -1.9100
Se: -2.91 0.59 -1.41  -0.4838
C: -1.89 -2.91 -2.63  -1.5287
Se: -0.51 -2.35 -1.35  -0.3515
H: -3.93 -1.84 0.01  0.2431
H: -4.87 -1.37 -1.85  0.4103
H: -4.85 -3.11 -2.20  0.3694
H: -4.69 -1.97 -4.38  0.4340
H: -3.86 -3.54 -4.25  0.4559
H: -2.62 -1.26 -5.33  0.3651
H: -3.40 -0.05 -3.76  0.6086
H: -1.71 -0.43 -3.38  0.4170
H: -1.37 -3.04 -3.58  0.5584
H: -2.24 -3.88 -2.29  0.3989
C: 3.73 2.24 -2.00  -0.9088
N: 2.53 1.46 -2.23  0.3250
C: 2.53 0.51 -3.32  -0.7568
C: 1.50 1.52 -1.38  0.4400
O: 0.48 0.85 -1.51  -0.6605
H: 4.00 2.77 -2.91  0.3158
H: 4.56 1.60 -1.71  0.2871
H: 3.54 2.97 -1.21  0.3148
H: 2.71 1.03 -4.26  0.3489
H: 1.56 0.01 -3.35  0.1349
H: 3.31 -0.24 -3.17  0.2724
H: 1.62 2.24 -0.56  -0.1793
C: -0.32 4.25 0.60  -0.9921
C: -0.77 3.01 0.16  -0.6425
N: -0.43 1.88 0.82  0.5803
C: 0.30 1.98 1.92  -0.0052
C: 0.82 3.18 2.45  0.4007
C: 0.48 4.35 1.72  -0.5596
C: 1.65 3.07 3.60  -0.6468
C: 2.38 3.96 4.38  -0.9274
C: 2.54 5.37 4.45  1.0020
C: 3.45 5.92 5.40  -0.8591
C: 3.59 7.27 5.49  -0.1307
N: 2.89 8.14 4.72  -0.7508
C: 2.07 7.54 3.86  -0.1373
N: 1.84 6.26 3.68  -0.3596
H: -0.61 5.14 0.05  0.4348
H: -1.38 2.89 -0.72  0.3948
H: 0.52 1.05 2.42  0.0332
H: 0.82 5.31 2.09  0.7896
H: 1.77 2.04 3.92  0.2511
H: 2.98 3.46 5.13  0.1637
H: 4.03 5.26 6.04  0.3082
H: 4.28 7.71 6.20  0.3624
H: 1.48 8.21 3.23  0.3971


# 4
Formula: C32H34PPd
Source: the Open Molecules 2025 dataset
Level of theory: the ωB97M-V functional and the def2-TZVPD basis

Calculated values
- Spin multiplicity: 5
- Lowest unoccupied orbital energy (spin up / spin down): -2.406 / -5.815 eV
- Orbital gap (spin up / spin down): 0.2941 / 0.1866 hartree
- Charge: +1
- Largest force on an atom: 4.830 eV Å⁻¹
- E_HOMO (spin up / spin down): -10.41 / -10.89 eV

Last column: Mulliken charge in e.
Atoms and positions in Å:
C: 1.83 -0.71 -1.45  1.8745
C: 1.36 -0.77 -2.90  -1.6226
C: 3.03 0.23 -1.38  -1.5264
C: 2.32 -2.11 -1.11  -1.7394
H: 3.96 -0.30 -1.65  0.4410
H: 3.19 0.64 -0.39  0.3016
H: 2.95 1.08 -2.06  0.3769
H: 2.22 -0.92 -3.58  0.4407
H: 0.86 0.13 -3.24  0.3419
H: 0.68 -1.61 -3.07  0.3746
H: 2.84 -2.55 -1.97  0.5120
H: 1.52 -2.79 -0.84  0.2964
H: 3.05 -2.11 -0.29  0.3313
C: -1.26 2.16 0.22  0.3912
C: 0.02 2.52 -0.25  -1.1869
C: 0.16 2.03 -1.56  -0.4378
H: 0.76 3.08 0.29  0.5049
C: -1.03 1.34 -1.89  -2.3186
C: -1.92 1.44 -0.79  -0.8172
H: -2.93 1.07 -0.76  1.6030
H: -1.67 2.41 1.19  0.6030
H: 1.01 2.15 -2.19  0.7246
H: -1.23 0.86 -2.83  0.4373
C: -0.43 -1.26 2.16  0.2003
C: -0.31 0.10 2.51  -0.0149
C: 1.02 0.50 2.26  -1.0295
H: -1.10 0.72 2.91  0.3653
C: 1.72 -0.61 1.76  -0.3551
C: 0.82 -1.70 1.68  -1.6077
H: 1.05 -2.68 1.33  0.5870
H: -1.32 -1.86 2.28  0.7033
H: 1.42 1.49 2.43  0.4778
H: 2.76 -0.62 1.48  0.7091
Pd: 0.00 0.00 0.00  0.1850
C: -6.19 -1.66 -1.93  -0.6401
C: -4.86 -1.47 -2.32  -0.7520
C: -3.92 -1.05 -1.38  -0.4370
C: -4.26 -0.78 -0.04  0.2884
C: -5.61 -1.03 0.34  -0.3441
C: -6.56 -1.45 -0.60  -0.8197
P: -2.84 -0.38 1.12  2.0598
C: -4.13 1.17 1.21  1.8037
C: -4.37 2.39 0.42  -0.5714
C: -5.35 3.34 0.72  -1.1277
C: -6.18 3.18 1.81  -0.4690
C: -6.02 2.07 2.61  -1.1327
C: -5.03 1.12 2.33  -0.4490
C: -3.42 -1.46 2.51  0.1353
C: -3.28 -1.01 3.85  -0.1032
C: -3.66 -1.81 4.92  -0.8155
C: -4.16 -3.09 4.69  -0.5956
C: -4.27 -3.57 3.38  -0.7796
C: -3.90 -2.77 2.30  -0.5368
H: -6.92 -1.99 -2.65  0.3989
H: -4.57 -1.66 -3.34  0.4521
H: -2.89 -0.95 -1.72  0.2936
H: -5.95 -0.95 1.35  0.4252
H: -7.58 -1.63 -0.30  0.4425
H: -3.86 2.75 -0.45  0.3301
H: -5.48 4.21 0.10  0.4349
H: -6.95 3.91 2.03  0.3970
H: -6.67 1.94 3.47  0.4406
H: -5.05 0.32 3.03  0.3086
H: -2.89 -0.02 4.05  0.3778
H: -3.56 -1.44 5.94  0.4594
H: -4.44 -3.72 5.53  0.4274
H: -4.64 -4.57 3.21  0.4567
H: -3.98 -3.17 1.29  0.5150